[1]
{
  "formula": "C28H52N2O2Si2V",
  "method": "ωB97M-V with the def2-TZVPD basis set",
  "symbols": ["O", "O", "C", "C", "H", "H", "H", "H", "H", "C", "C", "H", "H", "H", "H", "H", "C", "C", "C", "H", "H", "H", "H", "H", "C", "H", "H", "H", "H", "H", "H", "V", "C", "Si", "H", "H", "C", "C", "C", "C", "Si", "H", "H", "C", "C", "C", "H", "H", "H", "H", "H", "H", "H", "H", "H", "H", "H", "H", "H", "H", "H", "H", "H", "H", "C", "C", "C", "C", "C", "C", "N", "N", "C", "C", "C", "C", "C", "C", "H", "H", "H", "H", "H", "H", "H", "H", "H"],
  "xyz": [[-2.46213, -1.61390, -0.63569], [-0.87337, -4.56011, -0.69438], [-3.79515, -1.10562, -0.67821], [-3.95714, 0.16715, -1.48926], [-4.06818, -0.93324, 0.37365], [-4.43652, -1.89731, -1.09082], [-3.17160, 0.91439, -1.29402], [-4.92432, 0.62050, -1.24675], [-3.97181, -0.05628, -2.56583], [-1.90648, -1.85433, -1.95162], [-2.59924, -2.91267, -2.77896], [-0.86935, -2.15980, -1.75320], [-1.86705, -0.90344, -2.52114], [-2.43368, -3.90415, -2.34406], [-2.15300, -2.89674, -3.78533], [-3.67493, -2.72310, -2.88216], [0.50577, -4.22724, -0.61967], [-1.51611, -4.67955, 0.56631], [1.12117, -4.38434, -1.99243], [1.01316, -4.89935, 0.09388], [0.62325, -3.18790, -0.25996], [0.94972, -5.39469, -2.37583], [2.19802, -4.22368, -1.91563], [0.71265, -3.66735, -2.71172], [-2.51538, -5.81515, 0.52044], [-2.04289, -3.73460, 0.76189], [-0.78676, -4.85147, 1.37552], [-3.30724, -5.62276, -0.20784], [-2.96867, -5.92854, 1.50596], [-2.01946, -6.75340, 0.25639], [1.35195, 1.50894, -0.59553], [-0.16947, 1.39193, 0.53731], [0.65311, -0.55332, 0.71717], [0.21283, -0.78765, 2.55894], [-0.07590, -1.02865, 0.02369], [1.66645, -0.81810, 0.37840], [-1.57792, -1.33428, 2.69709], [0.35752, 0.75788, 3.61821], [1.36290, -2.08674, 3.30453], [0.62579, 1.73175, -1.46696], [1.81372, 1.65097, -2.95436], [0.17093, 2.73559, -1.39797], [-0.18178, 0.95877, -1.54187], [0.77721, 1.56429, -4.52268], [2.85182, 0.11698, -2.68815], [2.88602, 3.18162, -2.76417], [1.38602, -2.98999, 2.68023], [1.04610, -2.39370, 4.31176], [2.39213, -1.71051, 3.39411], [-2.25506, -0.48372, 2.53386], [-1.78401, -1.74336, 3.69693], [-1.82087, -2.09789, 1.94997], [-0.47525, 1.45908, 3.47933], [1.29753, 1.30170, 3.46539], [0.33279, 0.43506, 4.67188], [3.44835, -0.05881, -3.59483], [2.23329, -0.77108, -2.50313], [3.53719, 0.24834, -1.84192], [3.65619, 3.25420, -3.54324], [3.39184, 3.18819, -1.78692], [2.25791, 4.08133, -2.82334], [1.39613, 1.76692, -5.40734], [-0.03604, 2.30388, -4.48934], [0.32608, 0.56751, -4.63764], [5.29383, 2.83361, 1.04215], [4.64392, 1.60641, 0.87312], [3.28309, 1.49480, 1.12367], [2.53327, 2.65252, 1.41783], [3.19635, 3.86796, 1.67168], [4.57473, 3.95640, 1.47434], [1.11178, 2.66701, 1.32725], [0.59530, 3.87219, 1.63125], [-0.78353, 3.86571, 1.75492], [-1.39632, 5.03310, 2.28376], [-2.77466, 5.04161, 2.45045], [-3.54365, 3.93215, 2.06421], [-2.93428, 2.78077, 1.51234], [-1.55334, 2.73879, 1.35536], [6.36176, 2.92035, 0.83641], [5.20838, 0.73117, 0.53818], [2.79491, 0.52054, 1.09960], [2.60586, 4.73488, 1.96567], [5.07480, 4.91205, 1.64293], [-0.74152, 5.87062, 2.53824], [-3.25009, 5.92622, 2.88145], [-4.62492, 3.96349, 2.18489], [-3.53441, 1.91916, 1.21137]],
  "forces_ev_per_a": [[0.2, 0.2, -0.9], [0.4, -0.4, 0.1], [0.2, -0.3, 0.3], [-0.2, 0.1, -0.3], [0.1, -0.1, -0.3], [-0.2, 0.3, 0.2], [-0.2, -0.3, 0.1], [0.2, 0.0, 0.0], [0.1, 0.2, 0.2], [0.3, 0.5, 0.5], [-0.1, -0.2, -0.1], [-0.3, 0.1, -0.1], [0.0, -0.3, 0.3], [-0.1, 0.2, -0.1], [-0.2, -0.1, 0.2], [0.2, 0.0, -0.1], [-0.2, 0.1, 0.1], [-0.3, 0.3, 0.0], [0.0, -0.1, 0.0], [-0.1, 0.2, -0.1], [0.0, -0.3, 0.0], [0.0, 0.1, 0.0], [0.0, 0.0, -0.1], [0.0, -0.1, 0.1], [0.1, -0.1, 0.0], [0.2, -0.2, 0.1], [-0.1, 0.1, -0.3], [0.1, 0.0, 0.0], [-0.1, 0.0, 0.0], [-0.1, 0.1, 0.0], [-0.5, 0.3, -1.5], [0.2, 0.2, 0.5], [-1.1, 0.4, 0.4], [0.4, -0.8, -0.4], [0.2, -0.2, 0.5], [-0.4, 0.2, 0.3], [-0.2, -0.1, -0.1], [0.2, 0.2, 0.3], [0.0, -0.1, 0.2], [0.2, -0.4, 0.1], [0.1, -0.1, 0.3], [0.3, -0.1, 0.2], [0.5, 0.2, -0.3], [0.1, 0.1, 0.1], [0.0, 0.0, -0.3], [-0.2, 0.1, -0.2], [0.0, 0.2, 0.1], [0.0, 0.1, -0.2], [-0.2, 0.0, -0.1], [0.1, -0.1, 0.0], [0.0, 0.1, -0.2], [0.0, 0.1, 0.2], [0.2, -0.1, 0.0], [-0.2, -0.1, 0.1], [0.0, 0.0, -0.2], [0.0, -0.1, 0.2], [0.1, 0.1, -0.1], [-0.1, 0.0, -0.1], [-0.2, 0.0, 0.1], [-0.2, -0.1, -0.2], [0.2, -0.1, 0.0], [-0.2, -0.1, 0.1], [0.2, -0.2, -0.1], [0.1, 0.2, 0.0], [0.1, 0.1, -0.1], [0.3, 0.3, 0.2], [-0.4, 0.2, 0.0], [-0.2, 0.5, -0.6], [0.6, 0.0, -0.2], [-0.3, -0.4, 0.1], [0.2, 0.7, 0.8], [-0.3, -0.5, 0.4], [-0.2, 0.2, -0.1], [0.2, -0.6, -0.3], [0.2, 0.0, -0.1], [0.1, -0.6, -0.2], [-0.2, 1.1, 0.4], [0.4, -0.8, 0.0], [-0.3, -0.1, 0.1], [-0.2, 0.3, 0.3], [0.1, 0.4, -0.2], [0.3, -0.3, -0.2], [-0.1, -0.3, -0.1], [-0.4, -0.2, 0.0], [0.0, -0.3, -0.2], [0.2, 0.0, 0.0], [0.0, 0.3, 0.1]],
  "mulliken_charge": [0.035, -0.294, -0.406, -1.148, 0.424, 0.282, 0.117, 0.447, 0.346, 0.291, -1.491, -0.460, 0.471, 0.177, 0.409, 0.438, 0.244, 0.616, -1.356, 0.535, -0.188, 0.348, 0.407, 0.195, -1.577, -0.382, 0.376, 0.305, 0.426, 0.352, -0.598, -0.362, -0.205, 0.264, -0.507, 1.133, -0.443, -0.885, -1.165, 0.996, 0.048, 0.481, -0.549, -1.047, -0.662, -0.871, 0.253, 0.356, 0.326, 0.211, 0.424, -0.303, 0.242, 0.254, 0.471, 0.424, 0.107, 0.199, 0.357, 0.204, 0.308, 0.335, 0.337, 0.291, -0.660, -0.569, 0.164, 0.307, -0.779, -0.484, 1.073, -1.002, 0.220, -0.650, -0.568, -0.656, 0.021, 0.148, 0.362, 0.406, -0.060, 0.411, 0.384, 0.449, 0.347, 0.408, 0.363],
  "e_lumo_ev": [0.00, -0.28],
  "de_lowest_kj_mol": 0.00,
  "e_homo_ev": [-6.237, -7.754],
  "homo_lumo_gap_ev": [6.2, 7.5],
  "multiplicity": 4,
  "energy_ha": -2880.96077
}

=====

[2]
{
  "formula": "C28H53AlO2PSe2Si2",
  "method": "ωB97M-V with the def2-TZVPD basis set",
  "symbols": ["O", "O", "C", "C", "H", "H", "H", "H", "H", "C", "C", "H", "H", "H", "H", "H", "C", "C", "C", "H", "H", "H", "H", "H", "C", "H", "H", "H", "H", "H", "H", "Al", "C", "Si", "H", "H", "C", "C", "C", "C", "Si", "H", "H", "C", "C", "C", "H", "H", "H", "H", "H", "H", "H", "H", "H", "H", "H", "H", "H", "H", "H", "H", "H", "H", "Se", "P", "Se", "C", "C", "C", "C", "C", "C", "C", "C", "C", "C", "C", "C", "H", "H", "H", "H", "H", "H", "H", "H", "H", "H"],
  "xyz": [[-2.06724, 1.64184, -1.63635], [-1.49837, 3.51114, -3.66331], [-2.93174, 0.64949, -2.20520], [-3.72376, -0.17697, -1.22783], [-2.32953, -0.03112, -2.84009], [-3.58413, 1.20637, -2.88843], [-3.09405, -0.67773, -0.48359], [-4.26351, -0.94859, -1.78328], [-4.48530, 0.41898, -0.72219], [-2.51992, 2.21759, -0.39837], [-3.57917, 3.23146, -0.74695], [-1.65484, 2.62683, 0.13416], [-2.88425, 1.40450, 0.26511], [-3.19625, 3.91643, -1.52187], [-3.89906, 3.81414, 0.12627], [-4.44744, 2.70170, -1.16399], [-0.62577, 4.66153, -3.58015], [-2.65910, 3.62798, -4.51208], [-0.85572, 5.46914, -2.31516], [-0.74608, 5.30460, -4.47277], [0.40092, 4.27107, -3.57788], [-1.85901, 5.92589, -2.28600], [-0.10625, 6.27617, -2.28582], [-0.70504, 4.84672, -1.41825], [-3.43845, 4.89726, -4.20990], [-3.28647, 2.74312, -4.29431], [-2.36606, 3.58543, -5.58706], [-3.77485, 4.86728, -3.16195], [-4.33086, 4.94055, -4.84859], [-2.83557, 5.80280, -4.39087], [-0.82961, 2.02216, -2.84108], [0.44696, 0.16598, -1.18826], [0.14356, 1.44895, -3.11035], [0.30458, 1.39290, -5.02156], [1.03014, 1.90027, -2.64235], [-0.00111, 0.33147, -2.95833], [-1.29948, 0.73313, -5.76332], [1.59453, 0.07003, -5.36216], [0.89210, 2.93976, -5.87332], [0.95861, -1.45589, -2.20744], [1.63855, -2.92318, -1.27553], [1.74325, -1.16383, -2.93878], [0.15023, -1.85923, -2.86587], [2.47069, -3.82819, -2.71474], [0.28527, -4.12036, -0.74336], [2.87804, -2.57112, 0.08633], [1.14598, 2.73083, -6.92169], [1.79722, 3.34181, -5.40957], [0.15991, 3.75499, -5.89816], [-1.49916, -0.28582, -5.40982], [-1.25567, 0.67561, -6.86030], [-2.19149, 1.32657, -5.53043], [1.41680, -0.84349, -4.78661], [2.60135, 0.43128, -5.11600], [1.59505, -0.21673, -6.42073], [-0.49595, -4.14188, -1.51994], [-0.18986, -3.87815, 0.21651], [0.71750, -5.13325, -0.68057], [2.56459, -2.98041, 1.05776], [3.09845, -1.50421, 0.23607], [3.82042, -3.07373, -0.19013], [2.65788, -4.87383, -2.44176], [3.42220, -3.36253, -3.00906], [1.80182, -3.81944, -3.58625], [-0.81537, -0.80015, 0.75016], [0.63043, 0.06947, 2.20635], [1.58910, 1.35366, 0.52740], [-0.19570, 0.61735, 3.77167], [-1.50675, 1.13736, 3.68757], [-2.19225, 1.54505, 4.83805], [-1.63049, 1.35016, 6.10802], [-0.35500, 0.78293, 6.21110], [0.33759, 0.37696, 5.06532], [1.99142, -0.90673, 2.88769], [3.28268, -0.34000, 2.97766], [4.30320, -1.04838, 3.60942], [4.05132, -2.31704, 4.14965], [2.76583, -2.87794, 4.06400], [1.73149, -2.17956, 3.43691], [-1.99084, 1.20073, 2.71412], [-3.16900, 2.02350, 4.75139], [-2.18602, 1.62418, 7.00139], [0.09860, 0.65906, 7.19721], [1.28918, -0.13134, 5.19123], [3.47593, 0.63984, 2.54100], [5.30187, -0.60210, 3.67580], [4.86019, -2.86508, 4.62609], [2.57760, -3.86516, 4.48977], [0.73028, -2.60925, 3.36223]],
  "forces_ev_per_a": [[0.3, -1.1, 1.6], [-0.4, 0.9, -0.7], [-0.1, 0.2, -0.6], [-0.4, -0.3, 0.0], [0.0, 0.5, 0.3], [-0.2, -0.4, 0.0], [-0.2, 0.1, -0.2], [0.1, 0.0, 0.0], [0.1, -0.1, 0.1], [-0.3, -0.5, 0.0], [-0.2, 0.3, 0.1], [0.1, 0.2, -0.4], [0.0, 0.6, -0.3], [-0.1, -0.3, 0.5], [0.0, -0.1, -0.2], [0.1, 0.3, 0.1], [-0.4, -0.2, -0.2], [0.3, 0.4, 0.1], [0.1, 0.2, 0.2], [0.1, -0.3, 0.3], [-0.2, 0.1, -0.1], [0.5, -0.2, 0.1], [-0.3, -0.2, 0.1], [-0.1, 0.2, -0.3], [-0.3, 0.0, -0.1], [0.4, 0.4, -0.1], [-0.1, 0.1, 0.6], [0.1, 0.2, -0.4], [0.2, 0.1, 0.1], [-0.4, -0.4, 0.1], [2.3, -1.0, -0.5], [-0.3, -1.1, 0.6], [-1.6, 0.1, 0.2], [0.1, -0.8, -0.5], [0.2, -0.2, -0.1], [0.2, 1.2, -0.7], [-0.4, 0.1, 0.1], [0.1, 0.0, -0.1], [-0.1, 0.6, -0.1], [0.0, 0.7, 0.1], [0.0, -0.9, -0.9], [-0.2, -0.1, 0.5], [0.2, 0.3, 0.5], [0.2, -0.1, 0.3], [-0.1, 0.1, 0.1], [0.3, 0.0, 0.2], [-0.1, -0.2, 0.2], [0.0, -0.1, 0.0], [0.1, -0.2, 0.0], [0.1, 0.1, 0.0], [0.2, 0.0, 0.2], [0.3, -0.1, 0.0], [0.0, 0.1, -0.2], [-0.1, -0.1, 0.0], [0.0, 0.1, 0.1], [0.2, -0.1, 0.2], [0.1, -0.1, -0.2], [-0.2, 0.3, 0.0], [0.1, 0.1, -0.3], [0.0, -0.3, -0.1], [-0.3, 0.2, 0.1], [0.1, 0.1, -0.2], [-0.2, -0.1, 0.0], [0.1, 0.0, 0.2], [-0.2, -0.5, 0.9], [0.0, 0.0, -0.7], [0.4, 0.8, 0.9], [-0.9, -0.1, 0.1], [0.3, 0.2, 0.2], [0.2, -0.2, 0.1], [0.4, 0.0, -0.7], [-0.3, -0.1, -0.3], [0.1, 0.4, -0.4], [0.6, -0.4, 0.1], [-0.6, -0.4, 0.0], [0.0, -0.1, 0.1], [-0.4, 0.3, -0.3], [0.2, 0.2, 0.0], [0.3, 0.4, -0.1], [0.1, 0.2, 0.2], [0.2, -0.3, 0.0], [0.2, 0.0, -0.2], [-0.1, -0.1, -0.4], [0.0, 0.3, -0.1], [0.0, -0.3, 0.1], [-0.4, -0.2, 0.0], [-0.2, 0.1, -0.1], [0.0, 0.3, -0.2], [0.3, 0.1, 0.1]],
  "mulliken_charge": [-0.201, 0.223, 0.152, -1.295, 0.121, 0.028, 0.135, 0.448, 0.342, -0.290, -0.980, 0.328, 0.396, -0.238, 0.515, 0.257, -0.584, -0.234, -1.295, 0.534, 0.316, 0.313, 0.444, 0.170, -1.308, 0.028, 0.345, 0.232, 0.459, 0.330, -0.530, -0.251, 2.180, 0.496, 0.642, -1.527, -1.107, -1.039, -1.052, -0.251, 0.372, 0.073, 0.563, -1.270, -1.018, -0.698, 0.438, 0.372, 0.199, 0.319, 0.459, 0.321, 0.175, 0.313, 0.385, 0.298, 0.299, 0.377, 0.086, 0.198, 0.509, 0.353, 0.341, 0.318, -0.163, 0.080, -0.196, 0.726, -0.124, -0.677, -0.454, -0.710, -0.361, 0.522, -0.097, -0.766, -0.522, -0.693, -0.330, 0.155, 0.395, 0.378, 0.395, 0.332, 0.458, 0.390, 0.407, 0.427, 0.391],
  "e_lumo_ev": -3.37,
  "de_lowest_kj_mol": 279.76,
  "charge": 1,
  "e_homo_ev": -11.409,
  "homo_lumo_gap_ev": 8.0,
  "energy_ha": -7214.67962
}